Entry 1:
{"formula": "C5H9N4O2", "method": "the ωB97M-V functional and the def2-TZVPD basis", "elements": ["C", "C", "C", "C", "C", "N", "N", "N", "N", "O", "O", "H", "H", "H", "H", "H", "H", "H", "H", "H"], "positions_angstrom": [[1.878, -0.546, 0.091], [-2.105, 0.330, 0.058], [2.426, -1.724, -0.006], [-0.327, -1.323, 0.083], [0.188, 1.457, 0.323], [0.518, -0.348, 0.021], [-1.210, 1.372, 0.194], [-1.627, -1.004, 0.103], [0.836, 2.381, -0.366], [-3.273, 0.484, -0.160], [-2.751, -1.930, 0.045], [2.487, 0.388, 0.282], [1.775, -2.519, -0.183], [3.539, -1.839, -0.065], [-0.121, -2.412, -0.134], [0.515, 1.439, 1.361], [-1.702, 2.208, 0.101], [1.906, 2.260, -0.276], [0.471, 2.531, -1.413], [-3.420, -1.204, -0.060]], "forces_ev_per_a": [[1.9, 1.5, 0.4], [1.3, -0.3, -0.2], [2.8, 0.3, -0.5], [-1.5, -0.7, -1.5], [-1.1, -2.6, 2.0], [-0.3, 1.5, 0.8], [-0.6, -1.1, -0.5], [-1.5, -0.2, 0.4], [1.5, 0.0, -4.1], [-0.5, 0.5, 0.2], [2.5, 1.3, 0.0], [-0.8, -1.3, -0.3], [-0.2, -1.6, -0.2], [-1.4, -0.1, 0.3], [0.0, 1.3, 0.8], [0.3, -0.3, 0.0], [-0.8, 1.9, -0.1], [-2.4, 0.9, -0.3], [1.3, -0.4, 3.0], [-0.5, -0.5, -0.1]], "nbo_charge": [-0.054, 0.785, -0.355, 0.361, 0.392, -0.444, -0.652, -0.158, -0.753, -0.551, -0.464, 0.197, 0.186, 0.250, 0.255, 0.207, 0.436, 0.433, 0.426, 0.503], "homo_lumo_gap_ha": 0.32541, "charge": 1, "energy_ev": -15376.199, "e_above_lowest_kj_mol": 350.3}

=====

Entry 2:
{"formula": "C36H63ClNO5SbSi3Sn", "method": "the ωB97M-V functional and the def2-TZVPD basis", "elements": ["Sn", "O", "C", "O", "C", "C", "C", "C", "C", "N", "C", "O", "O", "H", "H", "H", "C", "O", "Si", "C", "C", "C", "Si", "C", "C", "C", "Si", "C", "C", "C", "H", "H", "H", "H", "H", "H", "H", "H", "H", "H", "H", "H", "H", "H", "H", "H", "H", "H", "H", "H", "H", "H", "H", "H", "H", "H", "H", "C", "C", "C", "C", "Sb", "C", "C", "C", "C", "C", "C", "C", "C", "H", "H", "H", "H", "H", "H", "H", "H", "H", "H", "H", "H", "H", "H", "H", "H", "H", "H", "H", "H", "H", "H", "H", "H", "H", "H", "H", "Cl", "C", "C", "C", "C", "C", "C", "C", "H", "H", "H", "H", "H", "H"], "positions_angstrom": [[1.151, -0.608, 0.669], [2.295, -3.510, -2.353], [2.002, -2.821, -1.381], [1.852, -1.562, -1.299], [1.851, -3.602, -0.076], [1.931, -4.989, 0.054], [1.870, -5.541, 1.312], [1.723, -4.741, 2.422], [1.504, -3.382, 2.209], [1.573, -2.861, 0.989], [1.249, -2.409, 3.308], [1.164, -2.860, 4.442], [1.202, -1.184, 2.966], [2.111, -5.532, -0.875], [1.923, -6.633, 1.389], [1.727, -5.097, 3.457], [-0.589, -0.417, -2.861], [-1.854, -0.413, -2.257], [-2.729, -1.827, -1.985], [-4.342, -1.502, -2.927], [-1.900, -3.286, -2.957], [-3.111, -2.257, -0.302], [-3.758, -0.991, 0.792], [-5.650, -0.824, 0.932], [-3.082, -1.043, 2.583], [-3.207, 0.743, 0.118], [-3.290, -3.962, 0.188], [-4.148, -4.253, 1.892], [-4.283, -5.080, -1.010], [-1.620, -4.935, 0.388], [-0.702, -0.022, -3.898], [-0.144, -1.395, -2.904], [0.081, 0.215, -2.302], [-4.220, -1.389, -4.012], [-4.786, -0.576, -2.542], [-5.040, -2.300, -2.763], [-1.738, -3.091, -4.011], [-2.510, -4.186, -2.934], [-0.934, -3.588, -2.495], [-5.971, -1.731, 1.482], [-6.139, -0.861, -0.058], [-5.985, 0.064, 1.529], [-3.752, -1.606, 3.271], [-2.982, -0.029, 2.993], [-2.099, -1.539, 2.515], [-3.521, 0.775, -0.927], [-2.070, 0.787, 0.140], [-3.580, 1.647, 0.670], [-5.120, -3.826, 1.901], [-3.571, -3.729, 2.646], [-4.214, -5.297, 2.182], [-4.722, -4.495, -1.807], [-5.061, -5.699, -0.564], [-3.585, -5.732, -1.581], [-0.948, -4.355, 1.015], [-1.090, -5.038, -0.548], [-1.715, -5.965, 0.775], [-2.013, 4.305, -0.087], [-1.087, 4.248, -1.307], [-1.686, 3.322, -2.385], [-0.879, 5.655, -1.900], [0.786, 3.283, -0.609], [2.344, 3.782, -2.110], [3.595, 2.924, -1.771], [2.761, 5.234, -2.175], [1.802, 3.281, -3.476], [1.308, 4.405, 1.238], [1.020, 5.872, 1.286], [0.647, 3.675, 2.416], [2.828, 4.110, 1.379], [-3.029, 4.621, -0.386], [-1.662, 4.964, 0.732], [-2.181, 3.336, 0.357], [-2.673, 3.702, -2.668], [-1.805, 2.302, -1.966], [-1.039, 3.235, -3.295], [-1.828, 6.184, -2.160], [-0.258, 5.596, -2.803], [-0.374, 6.344, -1.215], [4.063, 3.144, -0.810], [4.328, 3.020, -2.583], [3.331, 1.844, -1.752], [3.350, 5.509, -1.266], [1.979, 5.960, -2.295], [3.455, 5.357, -3.034], [1.482, 2.239, -3.337], [2.574, 3.268, -4.265], [0.935, 3.848, -3.805], [-0.037, 6.099, 1.190], [1.579, 6.432, 0.569], [1.281, 6.292, 2.298], [-0.484, 3.644, 2.435], [0.988, 4.156, 3.320], [0.936, 2.596, 2.455], [3.419, 4.736, 0.707], [2.925, 3.031, 1.144], [3.100, 4.261, 2.426], [4.887, -2.105, -0.502], [4.947, -1.886, 1.189], [5.838, -2.656, 1.933], [5.900, -2.526, 3.337], [5.044, -1.643, 3.988], [4.231, -0.856, 3.177], [4.162, -0.881, 1.792], [3.286, 0.052, 1.083], [6.487, -3.379, 1.415], [6.573, -3.155, 3.918], [4.987, -1.507, 5.034], [3.604, -0.152, 3.701], [3.716, 0.290, 0.128], [3.110, 0.932, 1.712]], "forces_ev_per_a": [[-0.1, -0.4, 0.4], [0.0, 0.3, -0.5], [0.2, -0.8, 0.1], [0.0, -0.1, 0.1], [-0.6, 0.0, 0.5], [0.5, 0.9, -1.1], [0.1, -1.1, -0.2], [-0.4, 0.6, 0.6], [0.4, -0.6, -0.6], [0.2, 0.3, -0.1], [0.2, 0.8, 0.7], [-0.1, -0.3, 0.6], [-0.2, 0.0, -0.4], [-0.1, -0.1, 0.4], [0.1, 0.4, 0.2], [-0.1, 0.1, -0.5], [-0.6, 0.4, -0.8], [-0.2, -0.5, 0.1], [-0.3, -0.8, -0.6], [0.4, 0.7, -0.4], [0.4, 0.1, 0.9], [0.0, 0.0, 0.5], [0.6, 1.4, 0.0], [-0.4, -0.3, 0.5], [-0.6, -0.4, 0.0], [0.9, 0.1, 0.7], [0.4, -1.2, 0.4], [1.1, 0.2, -0.5], [0.7, -0.3, -0.8], [-0.5, 0.0, 0.0], [0.3, -0.2, 0.4], [0.3, -0.4, -0.1], [0.4, 0.4, 0.2], [0.1, 0.1, 0.0], [-0.1, -0.1, 0.0], [-0.4, -0.5, 0.2], [0.2, 0.3, -0.3], [-0.3, 0.0, 0.2], [-0.4, 0.3, -0.3], [-0.1, 0.3, -0.2], [0.2, 0.2, 0.4], [0.3, -0.6, -0.6], [0.5, 0.2, -0.4], [0.1, -0.2, -0.1], [-0.3, 0.3, 0.3], [0.1, 0.4, 0.0], [-1.2, -0.1, -0.1], [0.0, -0.8, -0.4], [-1.1, 0.4, 0.0], [0.2, 0.0, 0.3], [0.0, -0.3, -0.1], [-0.4, 0.4, -0.1], [0.0, 0.0, 0.1], [-0.3, 0.0, 0.5], [0.1, 0.0, 0.4], [0.0, 0.1, -0.6], [-0.1, 0.4, 0.1], [-0.3, 0.4, 0.1], [0.2, 0.6, -0.3], [0.6, -0.5, 0.3], [-0.1, 0.3, 0.0], [-0.4, -0.5, 0.1], [0.2, -0.2, -0.2], [-0.7, -0.8, -0.3], [1.5, 0.1, 0.2], [0.1, -0.4, 0.8], [0.5, -0.7, -0.2], [-0.3, 0.5, 1.5], [-1.2, -1.1, -0.5], [-1.2, -0.4, -0.2], [0.3, 0.2, 0.0], [-0.1, -0.2, -0.6], [0.2, -0.5, 0.1], [0.0, -0.1, -0.1], [-0.1, 0.4, -0.4], [-0.6, 0.2, 0.7], [0.3, -0.6, 0.0], [-0.2, 0.1, 0.1], [0.1, -0.2, 0.1], [0.0, 0.2, -0.2], [0.1, 0.2, 0.1], [0.0, 0.6, 0.0], [-0.5, -0.1, -0.6], [-0.6, 0.2, 0.0], [-0.2, 0.1, 0.3], [0.0, 0.1, -0.2], [-0.1, 0.2, 0.3], [0.0, 0.2, -0.2], [-0.1, 0.0, -0.3], [0.4, 0.4, -0.7], [0.0, -0.3, -0.6], [1.1, 0.3, -0.2], [0.1, 0.1, 0.6], [0.0, 0.8, 0.0], [0.1, -0.2, 0.2], [0.6, 0.6, 0.2], [0.3, 0.1, 0.0], [0.2, -0.1, -0.9], [0.4, 0.4, 1.1], [0.1, -0.2, 0.6], [0.0, -0.4, -0.2], [0.0, 0.0, -2.3], [-0.1, 0.3, 1.3], [0.2, -0.8, 0.1], [-0.2, -0.3, 0.2], [-0.4, 0.4, 0.3], [0.0, 0.0, -0.2], [0.1, -0.1, 1.0], [-0.3, 0.2, -0.1], [0.0, 0.4, -0.5], [0.1, 0.0, -0.2]], "mulliken_charge": [0.941, -0.815, 0.034, -0.431, 0.328, -0.703, -0.598, -0.619, 0.073, 1.151, 0.139, -0.833, -0.740, 0.535, 0.361, 0.512, 0.069, -0.262, 0.100, -1.262, -1.078, 1.536, -0.030, -1.188, -0.756, -0.816, -0.008, -1.327, -1.326, -0.585, 0.237, 0.249, -0.457, 0.307, 0.261, 0.321, 0.380, 0.379, 0.053, 0.216, 0.283, 0.278, 0.251, 0.378, -0.020, 0.175, 0.064, 0.408, 0.354, 0.271, 0.381, 0.275, 0.426, 0.305, -0.272, 0.399, 0.435, -1.455, 1.885, -1.602, -1.573, 0.641, 1.544, -1.557, -1.593, -1.682, 1.672, -1.806, -1.472, -1.464, 0.511, 0.194, 0.035, 0.525, 0.171, 0.141, 0.425, 0.285, 0.261, 0.307, 0.497, 0.174, 0.239, 0.195, 0.485, 0.291, 0.453, 0.318, 0.305, 0.328, 0.403, 0.213, 0.560, 0.144, 0.205, 0.029, 0.594, -0.213, 1.087, -0.717, -0.238, -1.004, -0.136, 0.127, -1.591, 0.363, 0.326, 0.446, 0.236, 0.726, 0.019], "homo_lumo_gap_ha": 0.19530, "charge": -2, "energy_ev": -98612.288}

=====

Entry 3:
{"formula": "C4H2CsO2", "method": "the ωB97M-V functional and the def2-TZVPD basis", "elements": ["H", "C", "C", "O", "O", "Cs", "C", "C", "H"], "positions_angstrom": [[2.182, -0.957, -2.259], [2.040, -0.622, -1.230], [2.613, -1.296, -0.165], [1.162, 0.364, -1.154], [0.969, 0.900, 0.130], [-2.496, 0.898, 0.507], [2.613, -2.064, 1.011], [3.802, -1.524, 0.602], [2.092, -2.757, 1.668]], "forces_ev_per_a": [[0.5, 0.4, 0.3], [-0.2, 0.2, -1.0], [-0.1, -1.0, 2.8], [-0.8, -0.4, -0.8], [-0.8, 0.0, 0.9], [1.0, 0.0, -0.2], [-0.6, 0.8, -1.7], [1.0, -0.6, -0.3], [0.0, 0.6, 0.1]], "nbo_charge": [0.180, 0.037, -0.052, -0.256, -0.699, 0.984, -0.241, -0.162, 0.209], "homo_lumo_gap_ha": [0.12818, 0.19459], "energy_ev": -8813.524, "e_above_lowest_kj_mol": 478.9, "spin_multiplicity": 2}